# 1
A molecular structure, C5H9N3 in a non-equilibrium geometry. Source: the OMol25 dataset; level of theory: ωB97M-V with the def2-TZVPD basis set.

Computed properties:
Gap between HOMO and LUMO: 8.54 eV
LUMO energy: 0.615 eV
Highest occupied orbital energy: -7.93 eV
Energy above the lowest of the compared OMol25 structures with the same formula, charge and spin: 9.069 eV

Each line ends with the Löwdin charge.
Atoms and positions in Å:
C  0.62  -0.63  0.01  -0.511
C  -0.66  -1.40  -0.48  -0.083
C  -0.11  1.56  0.13  -0.198
C  0.76  0.90  -0.70  -0.207
C  1.88  -0.06  -0.57  -0.055
H  -0.57  -0.97  1.94  0.250
H  1.14  0.00  1.99  0.129
H  -1.00  -2.02  0.36  0.048
H  -0.94  -2.13  -1.47  0.163
H  -2.44  -0.66  0.13  0.143
H  0.43  2.22  1.02  0.148
H  0.16  0.67  -1.60  0.131
H  2.36  -0.39  -1.43  0.076
H  2.74  -0.15  0.13  0.122
N  0.64  -0.73  1.36  0.001
N  -1.72  -0.03  -0.58  -0.079
N  -1.33  0.94  0.46  -0.079

# 2
A molecular structure, C5H9N3O in a non-equilibrium geometry. Source: the OMol25 dataset; level of theory: ωB97M-V with the def2-TZVPD basis set.

Computed properties:
Gap between HOMO and LUMO: 8.08 eV
LUMO energy: 0.033 eV
Highest occupied orbital energy: -8.04 eV
Energy above the lowest of the compared OMol25 structures with the same formula, charge and spin: 2.809 eV

Each line ends with the Löwdin charge.
Atoms and positions in Å:
C  -0.49  -0.90  -2.09  -0.115
N  0.31  -1.40  -0.98  -0.058
C  -0.73  0.47  1.54  -0.525
C  1.77  -0.48  -0.26  -0.390
N  -1.61  1.22  2.27  0.159
C  0.33  1.27  0.89  -0.020
C  1.36  0.84  0.15  -0.048
N  2.69  -1.20  -0.47  0.089
O  -0.85  -0.75  1.49  0.037
H  -0.27  -1.61  -0.16  0.072
H  -2.34  0.74  2.77  0.112
H  -1.49  2.20  2.42  0.097
H  1.15  -2.09  -1.21  0.140
H  0.22  2.34  1.01  0.102
H  2.03  1.60  -0.26  0.116
H  -1.01  0.02  -1.78  0.076
H  -1.24  -1.62  -2.42  0.075
H  0.17  -0.66  -2.92  0.082

# 3
C5H9N3O in the gas phase in a non-equilibrium geometry. Source: the OMol25 dataset; level of theory: ωB97M-V with the def2-TZVPD basis set.

Computed properties:
Gap between HOMO and LUMO: 8.90 eV
LUMO energy: 0.874 eV
Highest occupied orbital energy: -8.02 eV
Energy above the lowest of the compared OMol25 structures with the same formula, charge and spin: 1.585 eV
SMILES: C=N/C(C)=C(\N)C(N)=O

Each line ends with the Löwdin charge.
Atoms and positions in Å:
C  -2.54  0.05  1.59  -0.071
N  -1.31  0.23  1.39  0.012
C  -0.60  -0.20  0.09  -0.237
C  -1.39  -0.78  -1.03  -0.059
C  0.69  0.10  0.21  -0.221
N  1.35  0.42  1.36  0.101
C  1.60  -0.17  -1.11  -0.441
N  2.72  0.60  -1.10  0.148
O  1.43  -1.01  -1.96  0.057
H  -3.24  -0.42  0.89  0.066
H  -2.97  0.41  2.53  0.060
H  -0.79  -0.87  -1.93  0.063
H  -2.22  -0.13  -1.28  0.077
H  -1.79  -1.75  -0.74  0.086
H  2.20  0.94  1.35  0.077
H  0.73  0.62  2.14  0.082
H  3.32  0.57  -1.92  0.112
H  2.79  1.40  -0.50  0.088

# 4
C5H9N3O3 in the gas phase in a non-equilibrium geometry. Source: the OMol25 dataset; level of theory: ωB97M-V with the def2-TZVPD basis set.

Computed properties:
Gap between HOMO and LUMO: 8.73 eV
LUMO energy: 0.178 eV
Highest occupied orbital energy: -8.55 eV
Energy above the lowest of the compared OMol25 structures with the same formula, charge and spin: 5.407 eV
SMILES: C[C@@H](O)[C@H]1C(=O)CNN=[N+]1[O-]

Each line ends with the Löwdin charge.
Atoms and positions in Å:
C  1.44  -1.50  1.19  -0.010
C  0.39  -0.78  0.29  -0.369
O  0.13  -1.74  -0.66  0.025
C  -0.80  0.02  0.98  -0.002
C  -0.85  1.38  0.56  -0.407
O  -0.68  2.32  1.28  0.146
C  -1.11  1.40  -0.95  -0.067
N  -2.44  0.77  -1.15  -0.039
N  -2.84  -0.33  -0.54  0.073
N  -2.27  -0.78  0.47  -0.251
O  -2.52  -1.81  1.08  -0.039
H  1.93  -0.91  1.88  0.050
H  2.11  -1.86  0.52  0.048
H  1.04  -2.40  1.77  0.121
H  0.96  -0.04  -0.16  0.109
H  -0.45  -2.28  -0.23  0.042
H  -0.71  -0.15  2.05  0.157
H  -1.37  2.41  -1.34  0.136
H  -0.30  1.00  -1.55  0.117
H  -2.95  0.99  -2.05  0.162

# 5
A gas-phase ion, C5H9N4O2 (charge +1) in a non-equilibrium geometry. Source: the OMol25 dataset; level of theory: ωB97M-V with the def2-TZVPD basis set.

Computed properties:
Gap between HOMO and LUMO: 9.56 eV
LUMO energy: -4.004 eV
Total charge: +1
Highest occupied orbital energy: -13.57 eV
Energy above the lowest of the compared OMol25 structures with the same formula, charge and spin: 5.852 eV
SMILES: O=C1NCCN1[N@H+]1C=CON1

Each line ends with the Löwdin charge.
Atoms and positions in Å:
O  -0.65  1.73  -0.54  0.089
C  0.35  1.05  -0.42  -0.547
N  1.67  1.48  -0.16  0.123
C  2.57  0.22  -0.16  -0.112
C  1.61  -0.94  -0.14  -0.119
N  0.33  -0.29  -0.54  0.073
N  -1.12  -0.89  -0.05  0.008
C  -1.67  -0.46  1.20  0.014
C  -2.66  0.42  0.87  -0.033
O  -3.02  0.33  -0.43  0.054
N  -2.07  -0.60  -0.95  0.101
H  2.01  2.45  -0.35  0.170
H  3.13  0.30  0.82  0.139
H  3.22  0.06  -1.01  0.115
H  1.84  -1.76  -0.99  0.175
H  1.68  -1.39  0.80  0.097
H  -0.89  -1.87  -0.09  0.197
H  -1.34  -0.53  2.24  0.146
H  -3.25  0.79  1.67  0.147
H  -1.74  -0.10  -1.76  0.164

# 6
A molecular structure, C5H9N6O2 in a non-equilibrium geometry. Source: the OMol25 dataset; level of theory: ωB97M-V with the def2-TZVPD basis set.

Computed properties:
Gap between HOMO and LUMO (alpha / beta): 7.41 / 7.41 eV
LUMO energy (alpha / beta): -4.084 / -4.085 eV
Total charge: +1
Highest occupied orbital energy (alpha / beta): -11.49 / -11.49 eV
Energy above the lowest of the compared OMol25 structures with the same formula, charge and spin: 2.141 eV

Each line ends with the Löwdin charge.
Atoms and positions in Å:
C  -1.53  0.62  -0.02  -0.284
C  -2.56  1.63  0.24  -0.317
C  2.30  1.63  -0.14  -0.495
C  1.78  0.24  -0.19  0.001
C  -0.36  -2.68  0.03  -0.057
N  -1.66  -0.65  0.25  0.138
N  -0.33  1.06  -0.32  0.118
N  0.51  0.10  -0.20  0.043
N  -3.82  1.33  0.39  0.281
N  3.63  1.84  0.13  0.150
N  -0.58  -1.29  0.10  -0.042
O  -2.23  2.84  0.17  0.207
O  1.58  2.64  -0.19  0.018
H  2.50  -0.57  -0.18  0.129
H  0.29  -3.13  -0.90  0.150
H  0.28  -3.08  0.87  0.094
H  -1.41  -3.11  0.07  0.117
H  -4.03  0.37  0.46  0.126
H  -4.48  2.04  0.63  0.156
H  4.31  1.10  0.00  0.110
H  3.84  2.85  -0.02  0.143
H  -1.24  3.06  -0.05  0.214

# 7
2 unconnected molecules or ions with the total composition C5H9NO in a non-equilibrium geometry. Source: the OMol25 dataset; level of theory: ωB97M-V with the def2-TZVPD basis set.

Computed properties:
Gap between HOMO and LUMO (alpha / beta): 8.42 / 8.42 eV
LUMO energy (alpha / beta): 0.824 / 0.825 eV
Highest occupied orbital energy (alpha / beta): -7.59 / -7.59 eV
Energy above the lowest of the compared OMol25 structures with the same formula, charge and spin: 5.614 eV

Each line ends with the Löwdin charge.
Atoms and positions in Å:
C  3.00  2.06  0.59  -0.034
C  -0.86  -0.34  -1.54  0.006
C  -0.69  -1.23  -0.57  -0.208
C  0.82  1.63  1.68  -0.203
C  -1.98  -2.00  -0.18  -0.073
N  1.83  1.87  1.00  -0.031
O  -0.29  1.01  1.43  0.024
H  3.80  1.43  0.92  0.067
H  3.07  2.99  0.12  0.047
H  -1.73  -0.05  -1.92  0.029
H  -0.03  0.12  -1.94  0.039
H  0.32  -1.41  -0.36  0.089
H  -2.81  -1.54  -0.45  0.011
H  -2.00  -1.96  1.00  0.113
H  -1.86  -3.05  -0.47  0.078
H  -0.57  0.46  0.68  0.046

# 8
C5H9NO in the gas phase in a non-equilibrium geometry. Source: the OMol25 dataset; level of theory: ωB97M-V with the def2-TZVPD basis set.

Computed properties:
Gap between HOMO and LUMO: 9.57 eV
LUMO energy: 0.961 eV
Highest occupied orbital energy: -8.61 eV
Energy above the lowest of the compared OMol25 structures with the same formula, charge and spin: 4.547 eV
SMILES: C[C@@]1(O)CN2C[C@H]21

Each line ends with the Löwdin charge.
Atoms and positions in Å:
C  -1.52  -0.10  0.89  -0.023
C  -0.06  -0.40  0.66  -0.493
O  0.35  -1.16  1.79  0.000
C  0.29  -1.02  -0.72  -0.082
N  1.16  0.12  -1.06  -0.123
C  0.59  1.37  -1.42  -0.070
C  0.89  0.79  0.17  -0.090
H  -1.92  0.45  0.04  0.079
H  -1.65  0.49  1.80  0.089
H  -2.09  -1.03  1.01  0.091
H  1.29  -1.38  1.74  0.103
H  -0.54  -1.17  -1.42  0.123
H  0.92  -1.91  -0.68  0.118
H  -0.42  1.75  -1.36  0.068
H  1.17  1.84  -2.26  0.098
H  1.55  1.38  0.80  0.112